# 1
The following is a DFT calculation (ωB97M-V/def2-TZVPD) of C25H26N4O7PdS as an isolated structure in a non-equilibrium geometry.

Its total charge is 0. For the energy above the lowest of the compared OMol25 structures with the same formula, charge and spin, the calculation gives 22.1 kcal per mole. The LUMO energy is -0.2931 eV. The orbital gap is 0.255 Eh. The value obtained for the highest occupied orbital energy is -7.2 eV.

CARTESIAN COORDINATES (ANGSTROEM)
Pd1 -0.82762 -0.01013 -1.87184
C1 -3.63016 3.00295 -2.86839
C2 -3.10243 1.58866 -2.80844
O1 -1.83639 1.44706 -2.95762
C3 -3.99704 0.57443 -2.58983
C4 -3.67395 -0.77150 -2.31649
C5 -4.77400 -1.78403 -2.19983
N1 -2.45307 -1.17052 -2.10484
N2 -2.23078 -2.53949 -2.03080
C6 -1.05209 -2.81119 -1.63251
O2 -0.11714 -1.92868 -1.40866
C7 -0.72912 -4.24790 -1.40617
C8 0.58793 -4.60999 -1.14176
C9 0.91821 -5.93910 -0.91869
C10 -0.06758 -6.91305 -0.95404
C11 -1.38457 -6.55520 -1.21592
C12 -1.71554 -5.23007 -1.44418
H1 -2.93221 3.63600 -3.41417
H2 -3.71296 3.38857 -1.84926
H3 -4.61894 3.04909 -3.32021
H4 -5.04596 0.83009 -2.64546
H5 -5.73353 -1.32796 -2.43236
H6 -4.79668 -2.18812 -1.18731
H7 -4.59219 -2.62070 -2.87212
H8 1.34557 -3.83897 -1.11376
H9 1.94549 -6.21396 -0.71579
H10 0.18796 -7.95034 -0.77804
H11 -2.15642 -7.31389 -1.24104
H12 -2.73607 -4.94123 -1.65174
O3 -0.65752 1.12658 2.41438
C13 -1.19121 0.43174 1.64780
O4 -1.69199 -0.31655 0.92622
C14 -1.84095 2.84738 0.36468
O5 -2.55599 3.12956 1.23168
O6 -1.14965 2.63752 -0.54295
C15 0.96822 4.47663 1.71333
C16 2.24894 4.28699 0.90686
C17 2.10996 3.26526 -0.21122
N3 1.93961 1.93486 0.37387
C18 1.67381 0.84265 -0.31392
S1 1.44970 0.86663 -2.00210
N4 1.57604 -0.36039 0.34883
C19 1.80054 -0.70288 1.69153
O7 1.27858 -1.68979 2.14406
C20 2.76987 0.11350 2.48581
C21 4.04521 0.36929 1.98856
C22 4.95495 1.07466 2.75893
C23 4.58660 1.53891 4.01575
C24 3.31636 1.28042 4.51173
C25 2.40897 0.55487 3.75354
H13 1.10547 5.21894 2.49866
H14 0.64116 3.55081 2.19396
H15 0.15613 4.81872 1.06843
H16 3.07306 3.99011 1.56451
H17 2.54717 5.23491 0.45670
H18 2.99429 3.25703 -0.84938
H19 1.24636 3.47894 -0.84174
H20 1.98921 1.87401 1.38119
H21 1.12557 -1.10455 -0.19862
H22 4.31933 0.01664 1.00131
H23 5.95020 1.26426 2.37937
H24 5.29466 2.09973 4.61174
H25 3.03254 1.64015 5.49174
H26 1.41606 0.34165 4.12601

# 2
The following is a DFT calculation (ωB97M-V/def2-TZVPD) of C25H26N4PtSSe2 as an isolated structure in a non-equilibrium geometry.

Its total charge is +2. For the energy above the lowest of the compared OMol25 structures with the same formula, charge and spin, the calculation gives 53.1 kcal per mole. The LUMO energy (spin up / spin down) is -7.7953 / -7.7985 eV. The orbital gap (spin up / spin down) is 0.203 / 0.203 Eh. The value obtained for the highest occupied orbital energy (spin up / spin down) is -13.3 / -13.3 eV.

CARTESIAN COORDINATES (ANGSTROEM)
Pt1 1.20741 -0.47453 -0.00830
N1 4.07434 -3.15276 2.11253
C1 3.13271 -2.25533 1.77601
S1 3.40512 -1.39342 0.25614
N2 2.13104 -2.04145 2.56374
N3 1.23426 -1.15326 2.03525
C2 0.52481 -0.40059 2.83029
C3 0.62002 -0.30043 4.29447
C4 0.45044 0.95719 4.88768
C5 0.56481 1.10633 6.25931
C6 0.82699 0.00119 7.05544
C7 0.97803 -1.25290 6.47799
C8 0.89067 -1.40752 5.10594
C9 -0.36502 0.47898 2.06561
C10 -1.57553 0.86845 2.52807
C11 -2.46765 1.66855 1.72410
C12 -2.06980 2.07339 0.51701
C13 -0.72471 1.72683 -0.02751
N4 0.07652 0.80869 0.78906
H1 4.92941 -3.22109 1.59096
H2 4.01028 -3.61779 3.00304
H3 0.27240 1.83104 4.27454
H4 0.45107 2.08529 6.70529
H5 0.92182 0.11824 8.12699
H6 1.16641 -2.11624 7.10191
H7 1.00637 -2.38324 4.66295
H8 -1.88132 0.52517 3.50728
H9 -3.43561 1.95069 2.11410
H10 -2.69001 2.71332 -0.09925
H11 -0.16860 2.68394 -0.08589
C14 2.27071 -3.31584 -2.12501
Se1 0.86180 -2.72083 -0.93365
C15 -0.56772 -2.50235 -2.25376
C16 -0.19728 -1.83733 -3.57602
Se2 0.95719 -0.30769 -3.28154
C17 0.48559 0.87240 -4.74632
H12 1.89643 -4.19352 -2.64952
H13 3.10685 -3.58940 -1.49019
H14 2.57819 -2.53677 -2.81343
H15 -1.32389 -1.94074 -1.70973
H16 -0.96506 -3.49454 -2.46521
H17 -1.09456 -1.51355 -4.10172
H18 0.37225 -2.49108 -4.23473
H19 -0.58700 0.90719 -4.90362
H20 1.01484 0.46980 -5.60851
H21 0.87663 1.85337 -4.48912
C18 0.26745 0.28652 -1.61347
C19 -0.64372 1.25320 -1.45863
C20 -1.48562 1.89555 -2.49092
C21 -1.36519 3.25435 -2.77556
C22 -2.17129 3.83395 -3.74522
C23 -3.11072 3.06692 -4.42272
C24 -3.24685 1.71619 -4.12989
C25 -2.43770 1.13163 -3.16467
H22 -0.62392 3.85827 -2.26321
H23 -2.06545 4.88666 -3.97189
H24 -3.74397 3.52490 -5.17084
H25 -3.98632 1.12006 -4.64866
H26 -2.56834 0.08593 -2.90698

# 3
The following is a DFT calculation (ωB97M-V/def2-TZVPD) of C25H26N8NbS4 as an isolated structure in a non-equilibrium geometry.

Its total charge is +3. For the energy above the lowest of the compared OMol25 structures with the same formula, charge and spin, the calculation gives 54.8 kcal per mole. The LUMO energy (spin up / spin down) is -11.6365 / -11.6374 eV. The orbital gap (spin up / spin down) is 0.146 / 0.146 Eh. The value obtained for the highest occupied orbital energy (spin up / spin down) is -15.6 / -15.6 eV.

CARTESIAN COORDINATES (ANGSTROEM)
Nb1 -1.34934 0.42870 -1.04886
C1 -3.88668 -4.24576 -4.67397
C2 -3.53224 -4.13243 -3.20792
N1 -2.19978 -3.63023 -2.92836
C3 -1.80614 -2.41880 -2.55473
S1 -3.00007 -1.19121 -2.06501
N2 -0.53288 -2.13004 -2.56299
N3 -0.16322 -0.88770 -2.31080
C4 1.20447 -0.60974 -2.19346
C5 2.17618 -1.68945 -2.46492
C6 1.63963 0.69290 -1.84353
C7 2.88823 1.24313 -2.22026
C8 3.32568 2.48000 -1.69278
C9 2.42083 3.21608 -0.90232
C10 1.19183 2.67844 -0.62723
N4 0.75424 1.51564 -1.17951
H1 -3.51766 -3.37663 -5.19707
H2 -3.49561 -5.15700 -5.08450
H3 -4.98466 -4.22379 -4.68651
H4 -4.23152 -3.47125 -2.70418
H5 -3.65427 -5.16000 -2.76739
H6 -1.40179 -4.12721 -3.27463
H7 1.73998 -2.69312 -2.52829
H8 2.77995 -1.46342 -3.35667
H9 2.92463 -1.67373 -1.66379
H10 3.53433 0.65145 -2.90452
H11 4.34517 2.73956 -1.91643
H12 2.68403 4.15042 -0.41701
H13 0.40717 3.18137 -0.09456
C11 -1.19813 5.91051 -0.85444
S2 -1.89038 4.87056 -2.15214
C12 -2.06787 3.43622 -1.30093
S3 -2.51481 2.09648 -2.38110
N5 -1.79335 3.34628 -0.03671
N6 -1.83416 2.02951 0.37675
C13 -1.71827 1.56942 1.61114
C14 -1.41972 0.20590 1.85032
C15 -1.25037 -0.27084 3.18019
C16 -1.36680 -1.61635 3.40854
C17 -1.80624 -2.49688 2.35297
C18 -1.81351 -1.98781 1.08281
N7 -1.55006 -0.65691 0.80040
H14 -1.68333 6.87027 -0.95899
H15 -1.23354 5.46151 0.15215
H16 -0.12741 6.07829 -1.03209
H17 -1.74650 2.26476 2.47539
H18 -1.03713 0.44275 3.93757
H19 -1.30142 -2.03186 4.35977
H20 -2.11913 -3.52720 2.42734
H21 -2.06864 -2.70455 0.26694
S4 3.18708 -2.54165 3.77391
C19 2.20285 -2.39854 2.35891
N8 1.83979 -1.20437 2.02151
C20 2.21553 -0.26609 2.98072
C21 1.99529 1.13390 2.94945
C22 2.56758 1.88536 3.90079
C23 3.29354 1.34305 5.02857
C24 3.61244 -0.02923 5.05364
C25 3.07523 -0.82887 4.00146
H22 1.81722 -3.29217 1.87186
H23 1.35653 1.54670 2.18601
H24 2.32395 2.97810 3.82652
H25 3.53951 2.14368 5.76604
H26 4.25375 -0.45614 5.78691